Entry 1:
ORCA calculation (the ωB97M-V functional and the def2-TZVPD basis) on the ion C4H11ClNSi with charge +1 in a non-equilibrium geometry.

- Net charge: +1
- Kohn-Sham gap: 10.576 eV
- SMILES string: C[NH+](C)/C=C/[SiH2]Cl
- E_LUMO: -3.6 eV
- Total energy: -963.1531 Eh

Last column: natural (NBO) charge in e.
CARTESIAN COORDINATES (ANGSTROEM)
H (2.39, 0.32, -0.03)  0.255
H (-0.72, 0.96, -0.04)  0.227
H (-1.20, -0.71, 1.84)  0.260
H (-2.43, -0.27, -3.59)  -0.145
H (0.09, -1.45, -1.78)  0.238
C (1.91, 0.18, 0.97)  -0.426
C (-0.30, 0.02, -0.24)  -0.101
C (-0.14, -0.45, 2.12)  -0.415
H (0.97, -1.50, 0.69)  0.444
H (1.68, 1.00, 1.61)  0.227
H (2.63, -0.43, 1.60)  0.240
Cl (-3.09, 1.67, -1.65)  -0.333
H (0.38, -0.86, 3.00)  0.255
H (-0.06, 0.69, 2.20)  0.214
Si (-1.71, 0.54, -2.69)  1.078
N (0.64, -0.55, 0.80)  -0.384
H (-0.52, 1.40, -3.27)  -0.125
C (-0.52, -0.56, -1.54)  -0.508

Entry 2:
ORCA calculation (the ωB97M-V functional and the def2-TZVPD basis) on a structure of composition C2H4LiOPt in a non-equilibrium geometry.

- Net charge: +2
- Kohn-Sham gap (spin up / spin down): 8.722 / 8.371 eV
- Spin multiplicity: 4
- E_LUMO (spin up / spin down): -10.2 / -14.4 eV
- Total energy: -279.6607 Eh

Last column: Löwdin spin population.
CARTESIAN COORDINATES (ANGSTROEM)
C (-0.70, 0.38, 0.18)  0.075
H (-0.53, 0.78, 1.18)  0.016
H (-1.82, 0.63, -1.64)  0.001
H (-1.46, 1.84, -0.32)  0.005
O (0.07, -0.41, -0.38)  0.394
Pt (1.74, -0.86, 0.46)  2.235
Li (1.28, -2.03, -0.62)  0.238
H (-2.82, 0.76, -0.11)  0.004
C (-1.85, 0.90, -0.58)  0.032

Entry 3:
ORCA calculation (the ωB97M-V functional and the def2-TZVPD basis) on an isolated molecule of C8H18N2O2S in a non-equilibrium geometry.

- Net charge: 0
- Kohn-Sham gap: 9.375 eV
- SMILES string: CC(C)([C@@H](NN)C1CC1)S(C)(=O)=O
- E_LUMO: 0.6 eV
- Total energy: -973.6512 Eh

Last column: natural (NBO) charge in e.
CARTESIAN COORDINATES (ANGSTROEM)
H (1.77, -0.97, 2.01)  0.232
H (2.71, 0.17, 1.05)  0.227
C (1.30, -0.62, -1.28)  -0.635
N (0.30, 0.99, 1.81)  -0.480
H (-1.07, -0.16, 0.44)  0.185
C (-1.16, 2.52, -0.41)  -0.422
H (-1.86, -1.79, -0.67)  0.229
H (0.23, 2.05, 1.80)  0.364
H (-1.88, -3.39, 0.18)  0.261
C (0.95, -0.73, 0.17)  -0.209
C (-0.05, 1.54, -0.35)  -0.260
S (0.25, -2.40, 0.62)  2.148
H (0.94, 1.97, -0.17)  0.227
H (2.90, -1.57, 0.71)  0.233
H (-0.48, 2.20, -2.40)  0.229
C (-1.28, -2.72, -0.47)  -0.844
H (-1.57, 0.83, -1.65)  0.217
C (-0.10, 0.41, 0.55)  -0.069
C (2.24, -0.79, 1.02)  -0.636
H (-0.85, -3.07, -1.41)  0.238
H (-0.22, -0.40, 3.13)  0.367
C (-0.88, 1.64, -1.56)  -0.420
O (-0.27, -2.32, 1.93)  -0.986
H (-0.97, 3.66, -0.45)  0.223
N (-0.41, 0.54, 2.96)  -0.663
H (0.57, -1.17, -1.99)  0.209
O (1.28, -3.38, 0.42)  -0.944
H (-2.10, 2.37, 0.21)  0.210
H (2.23, -1.22, -1.32)  0.224
H (-1.39, 0.69, 2.86)  0.323
H (1.66, 0.24, -1.63)  0.223

Entry 4:
ORCA calculation (the ωB97M-V functional and the def2-TZVPD basis) on a structure of composition C5H6O.

- Net charge: 0
- Kohn-Sham gap: 9.045 eV
- E_LUMO: 0.7 eV
- Total energy: -269.1872 Eh

Last column: natural (NBO) charge in e.
CARTESIAN COORDINATES (ANGSTROEM)
C (0.20, 0.05, -0.41)  -0.003
C (-1.30, -1.09, 0.71)  0.185
H (1.24, 1.21, 0.56)  0.241
H (1.33, 1.04, -2.02)  0.207
H (-1.50, -1.05, -1.46)  0.237
H (1.51, -0.41, 1.23)  0.227
C (0.56, 0.04, 0.95)  -0.148
H (0.61, 2.11, -0.75)  0.232
C (-0.92, -0.82, -0.57)  -0.357
O (-0.48, -0.61, 1.66)  -0.436
C (0.94, 1.11, -1.00)  -0.588
H (-2.20, -1.57, 1.08)  0.203

Entry 5:
ORCA calculation (the ωB97M-V functional and the def2-TZVPD basis) on a cluster of 3 separate species, C13H27NO13P2 in total.

- Net charge: 0
- Kohn-Sham gap: 10.198 eV
- SMILES string: CCO[P@@](=O)(OCCCCN)OCP(=O)(O)O.O=C1OCCO1.O=C1OCCO1
- E_LUMO: 0.1 eV
- Total energy: -2227.3514 Eh

Last column: natural (NBO) charge in e.
CARTESIAN COORDINATES (ANGSTROEM)
H (3.07, -2.80, 0.87)  0.186
H (3.51, -4.42, -0.75)  0.196
H (-3.56, 2.05, 2.12)  0.197
O (-0.84, 0.90, 2.86)  -1.082
O (4.46, -2.94, -1.83)  -0.493
H (0.04, 5.61, -0.08)  0.226
O (3.77, -5.89, 3.08)  -0.570
C (0.65, 4.07, 1.34)  -0.061
O (-1.75, -0.64, -1.48)  -0.994
C (5.21, -3.00, -2.95)  0.969
H (-4.25, 4.44, -1.48)  0.174
C (-4.13, 3.84, -0.57)  -0.222
C (3.16, -4.96, 2.67)  0.964
N (-5.20, 4.09, 0.40)  -0.846
C (-3.25, 1.42, 1.30)  -0.058
C (1.41, -3.70, 1.97)  -0.102
H (-0.58, 1.83, -1.08)  0.217
C (0.21, 1.17, -0.73)  -0.460
O (5.10, -4.22, -3.53)  -0.491
O (5.88, -2.11, -3.37)  -0.567
H (-2.10, 0.17, -1.88)  0.511
H (-5.02, 4.96, 0.89)  0.364
H (-3.07, 0.41, 1.68)  0.200
C (-4.07, 2.36, -0.97)  -0.394
O (0.69, -0.99, -2.32)  -1.064
O (-0.06, -1.42, 0.12)  -0.988
H (-0.94, -1.65, 0.47)  0.521
H (-4.34, 0.38, -0.22)  0.205
C (2.69, -2.88, 1.89)  -0.099
C (0.10, 4.52, -0.02)  -0.660
H (-5.27, 1.60, 0.63)  0.240
H (-3.13, 2.16, -1.49)  0.183
H (0.74, 4.18, -0.83)  0.216
P (-0.17, -0.56, -1.22)  2.311
H (2.60, -1.89, 2.32)  0.213
H (2.66, -3.86, -2.20)  0.196
H (1.60, 3.55, 1.24)  0.192
H (0.82, 4.93, 1.98)  0.199
O (1.91, -5.03, 2.15)  -0.497
H (-0.89, 4.12, -0.19)  0.221
O (0.42, 1.28, 0.67)  -0.813
H (1.13, 1.42, -1.26)  0.240
H (0.81, -3.43, 2.84)  0.187
C (4.40, -5.09, -2.63)  -0.098
H (3.77, -5.77, -3.19)  0.204
O (3.60, -3.68, 2.66)  -0.490
P (-0.68, 1.77, 1.71)  2.588
H (5.14, -5.65, -2.05)  0.187
H (0.80, -3.65, 1.08)  0.207
H (-6.08, 4.24, -0.09)  0.355
H (-4.86, 2.18, -1.70)  0.207
H (-3.19, 4.15, -0.11)  0.189
C (-4.30, 1.39, 0.19)  -0.436
O (-0.25, 3.24, 2.10)  -0.811
O (-1.98, 1.91, 0.79)  -0.865
C (3.63, -4.10, -1.78)  -0.103

Entry 6:
ORCA calculation (the ωB97M-V functional and the def2-TZVPD basis) on a cluster of 12 separate species, H24O12 in total in a non-equilibrium geometry.

- Net charge: 0
- Kohn-Sham gap: 10.018 eV
- SMILES string: O.O.O.O.O.O.O.O.O.O.O.O
- E_LUMO: -0.4 eV
- Total energy: -917.2288 Eh

Last column: natural (NBO) charge in e.
CARTESIAN COORDINATES (ANGSTROEM)
H (-1.26, -1.84, -0.89)  0.476
O (2.32, -3.64, -1.16)  -0.957
O (0.59, -2.30, 1.19)  -0.982
H (1.52, -2.48, 1.31)  0.508
H (0.12, -3.14, 1.24)  0.496
H (-1.62, 1.94, 0.32)  0.499
O (-1.56, -0.97, -1.04)  -0.951
H (-3.06, 0.94, -2.57)  0.456
H (0.05, -1.05, -1.99)  0.480
H (-1.31, 3.10, -0.60)  0.489
O (1.63, 0.70, 2.70)  -0.969
H (-1.67, 1.64, 2.39)  0.478
H (-1.77, 1.71, -1.88)  0.493
H (1.57, -1.04, -1.81)  0.471
H (-0.13, 0.41, 0.06)  0.504
H (1.17, 0.89, -1.64)  0.467
O (1.05, 3.76, -0.63)  -0.935
H (-1.08, -1.34, 3.97)  0.460
H (0.90, -0.67, 0.28)  0.485
H (1.70, -2.93, -1.20)  0.478
H (1.88, -4.35, -1.58)  0.466
O (0.82, 0.26, 0.16)  -0.977
H (-1.96, -0.96, -1.93)  0.494
O (-1.55, 0.79, 1.98)  -0.953
O (-2.26, 1.53, -2.70)  -0.978
O (-0.15, -1.23, 3.78)  -0.950
H (1.12, 0.62, 1.93)  0.478
H (1.74, 1.71, -2.65)  0.464
H (-1.82, 0.17, 2.66)  0.481
H (1.40, -0.02, 3.29)  0.470
H (-0.08, -1.41, 2.85)  0.486
O (-1.08, 2.20, -0.42)  -0.948
O (0.94, 1.24, -2.50)  -0.944
H (0.41, 4.33, -0.20)  0.441
O (0.83, -1.49, -2.28)  -0.956
H (0.59, 2.94, -0.47)  0.482